C18H34N2O14 | ωB97M-V with the def2-TZVPD basis set

Geometry as XYZ:
```
68
C18H34N2O14 (ωB97M-V with the def2-TZVPD basis set)
H 0.30912 3.29295 -1.37650
H -3.28516 2.10405 1.15121
C -2.76500 0.47082 2.64744
H 0.69163 -0.37196 2.52005
H -2.01076 3.43091 -4.51524
C 0.42655 -4.11806 -1.57942
C 1.32305 -0.07339 1.64460
H 4.21713 -5.48157 2.10195
H -0.45886 1.76700 -1.02594
H 4.58022 6.69268 5.84434
O -3.94847 0.46407 3.01081
H 1.23701 1.14183 1.71335
C -6.73835 0.33942 -0.13731
H -0.65757 -4.24169 -1.54478
H -2.11119 3.59738 -0.63498
C -2.55241 2.72099 -3.87375
O 1.34112 3.45442 -4.10300
H 0.54944 -3.29808 -0.94101
H -0.78216 -1.88492 3.70716
C 2.29915 3.68458 -4.86087
H -1.89739 1.83684 -3.86515
C 4.31253 -7.11844 0.83982
O 2.33655 3.51853 -6.11506
C -0.47309 -4.11039 7.42310
H 4.12432 3.35016 -3.84720
H -0.33420 2.42020 -2.65882
C -0.53791 2.69212 -1.65272
H -2.35625 -2.23997 2.87631
O -1.57422 -4.44830 7.36433
H 3.40089 -6.94276 2.76416
H -3.45716 2.45321 -4.44207
O -3.98994 3.82488 -2.34661
O -7.23394 1.45845 -0.79443
H -4.64580 0.74714 -0.66100
H 2.63128 -5.86024 1.35359
H -1.68895 1.27874 0.91513
N -1.86585 3.34864 -1.61009
C 3.52140 -6.30651 1.85321
O 5.50829 -7.30153 1.12980
C 3.55400 4.21508 -4.16914
O 2.41882 -5.27507 -1.26261
H 0.75349 -3.95476 -2.57053
H -1.91599 2.41951 2.16981
H -6.62357 2.23033 -0.80516
N -1.63530 -0.20191 2.89462
H -5.00148 0.49741 1.15999
H 4.26982 4.73256 -4.86266
H 2.47387 -0.07424 1.80550
C -1.73734 -1.49941 3.50582
C -2.37312 1.64104 1.64897
H -2.34260 -1.30766 4.43667
H 3.25276 5.39491 6.02696
C 5.37981 2.43287 -6.65053
O 5.65611 2.28148 -7.80730
O 0.67341 -3.96168 7.65653
H 0.61534 -0.51661 0.97267
H 4.95135 4.92665 6.48007
C 1.09484 -5.43763 -1.36306
C -2.86533 3.29705 -2.50636
H 3.38908 4.94280 -3.36633
O 5.07772 2.41821 -5.47744
H -4.98327 -0.76697 -0.03885
O -7.54973 -0.52119 0.18504
O 0.52476 -6.52627 -1.59334
H 2.81024 -6.15688 -0.89070
C 4.25026 5.73247 6.18565
O 3.70187 -7.54363 -0.16889
C -5.26486 0.28932 0.13021
```

- HOMO level: 0.140 Eh
- Net charge: -4
- Frontier orbital gap: 2.0 eV
- E: -50857.495 eV